Here is CdH4IO2 as an isolated structure in a non-equilibrium geometry from the OMol25 dataset. Energies are from ωB97M-V/def2-TZVPD.

Results
- HOMO: -13.99 eV
- E_tot: -16815.8504 eV
- Relative energy (zero: lowest compared OMol25 entry of this formula, charge and spin): 31.7 kJ/mol
- Total charge: +1
- E_LUMO: -8.9 eV
- Gap between HOMO and LUMO: 0.1865 hartree

Last column: Löwdin charge in e.
Atoms and positions in Å:
1 I 0.037 1.033 -1.864  0.141
2 Cd 1.926 3.166 -1.672  1.110
3 O -1.991 -0.510 0.682  -0.072
4 O 1.424 -1.238 0.953  -0.075
5 H 1.482 -1.973 0.331  0.043
6 H 0.890 -0.570 0.508  -0.073
7 H -2.206 0.286 1.184  0.048
8 H -1.563 -0.194 -0.122  -0.123